No. 1
This record from OMol25 describes a single C4H10BN molecule. The level of theory is wB97M-V/def2-TZVPD.

Geometry as XYZ:
```
16
Properties=species:S:1:pos:R:3:forces:R:3
B -1.081325 -0.357664 -0.091447 0.414 0.025 -0.190
C -0.256415 0.964297 -0.200370 0.749 1.169 -0.831
C 1.299712 0.705045 -0.674381 -2.923 -0.961 -0.037
C 2.078784 -0.239720 0.254042 -1.551 2.202 1.173
C -2.542917 -0.819696 -0.207494 -0.425 3.201 -0.334
N 1.588720 -1.519781 0.132464 -1.232 -3.313 0.516
H -0.662283 1.805028 -0.981443 0.511 -1.761 1.975
H -0.305416 1.364190 0.901363 0.247 -0.333 -1.891
H 1.254475 0.263792 -1.700958 -0.024 0.130 0.826
H 1.793132 1.628894 -0.801767 0.649 1.149 0.231
H 3.020760 -0.213500 -0.128959 2.994 -0.281 -1.381
H 2.247462 0.264591 1.225222 -0.871 -0.434 0.264
H -3.137017 0.157090 -0.508987 0.492 -1.983 0.325
H -2.758354 -1.012986 0.836569 -0.482 -0.254 0.365
H -2.803722 -1.674297 -0.803776 -0.004 -0.268 -0.215
H 0.807497 -1.923962 0.756397 1.456 1.713 -0.796
```
Positions in Å, forces in eV/Å.

Output
Net charge: 0
Spin multiplicity: 3
Frontier orbital gap (alpha / beta) (eV): 7.006 / 8.729
E_HOMO (alpha / beta) (eV): -6.21 / -9.26
Calculated total energy (hartree): -237.8042
LUMO energy (alpha / beta) (Eh): 0.029 / -0.020



No. 2
This record from OMol25 describes a gas-phase ion, C4H10BN2O (charge +1). The level of theory is wB97M-V/def2-TZVPD.

Geometry as XYZ:
```
18
Properties=species:S:1:pos:R:3:forces:R:3
N 2.736561 0.793651 -0.469496 -0.528 0.588 0.428
B 1.714935 -0.196370 -0.294393 0.161 -0.344 -0.399
O 1.902407 -1.529028 -0.514847 -0.556 -0.040 0.785
C 0.190659 0.176974 0.110640 -0.220 0.396 -0.336
C -0.735551 0.789926 -0.876109 -0.190 -0.051 -0.158
N -1.964646 0.579872 -0.560857 0.223 -0.198 0.063
C -2.058722 -0.179263 0.724825 -0.082 0.259 0.012
C -0.742007 -0.932223 0.643055 -0.036 -0.149 -0.358
H 3.362864 0.971582 0.309185 0.476 -0.448 -0.334
H 2.390340 1.710838 -0.734256 -0.043 -0.011 0.142
H 2.479548 -2.094851 -0.002110 0.509 0.020 -0.284
H 0.250939 0.980579 0.874222 0.218 -0.124 0.013
H -0.491874 1.331719 -1.784997 0.016 0.114 0.130
H -2.756508 0.892923 -1.110176 0.008 0.083 0.078
H -2.976345 -0.756026 0.797623 0.066 -0.049 -0.206
H -2.042393 0.580237 1.514391 -0.101 -0.148 0.074
H -0.840170 -1.664187 -0.164994 0.103 -0.183 0.229
H -0.420036 -1.456354 1.538294 -0.022 0.287 0.121
```
Positions in Å, forces in eV/Å.

Output
Net charge: +1
SMILES: NB(O)[C@H]1C=[NH+]CC1
Frontier orbital gap (eV): 9.421
E_HOMO (eV): -13.78
Calculated total energy (hartree): -367.8395
LUMO energy (Eh): -0.160



No. 3
This record from OMol25 describes 2 unconnected molecules or ions with the total composition C4H10BN2O7S2. The level of theory is wB97M-V/def2-TZVPD.

Geometry as XYZ:
```
26
Properties=species:S:1:pos:R:3:forces:R:3
N 1.850752 -2.480671 0.684615 -0.915 1.352 -0.749
B 1.551529 -1.437861 -0.390891 -3.180 0.729 2.576
O 0.316623 -0.592581 -0.224848 3.735 -1.432 -0.440
S 2.558130 -1.129302 -1.945832 0.932 1.100 -7.537
O 2.161433 0.220817 -2.660951 1.256 -3.589 3.477
O 2.143992 -2.251724 -2.975322 1.098 2.405 4.003
N 4.287835 -1.264794 -1.750917 -2.941 1.697 2.956
S 4.844601 -0.595574 -0.237269 7.075 -2.745 -1.520
O 5.357649 -1.799795 0.627450 -2.794 4.030 -1.902
O 6.094417 0.315012 -0.546823 -4.742 -2.120 1.008
H 2.067163 -1.945566 1.571927 -0.319 -1.004 -1.179
H 0.932254 -2.984955 0.823900 1.263 0.900 0.140
H 0.484183 0.142323 0.435183 -0.462 -1.205 -0.954
H 3.922989 0.228041 0.428324 0.259 -0.730 -0.468
O -0.711911 1.055462 1.279108 -2.354 0.293 0.557
C -1.894053 1.055273 0.977913 1.949 -0.245 0.240
O -2.806482 0.151632 1.441697 0.876 0.423 0.083
C -4.060616 0.381793 0.801421 -0.647 -0.336 -0.060
C -4.009696 1.811236 0.329172 -0.661 0.606 -0.220
C -2.546794 2.004893 0.019621 -0.260 0.413 -0.011
H -4.164885 -0.326348 -0.027331 0.046 0.043 0.075
H -4.874160 0.216151 1.513691 0.283 -0.152 -0.005
H -4.666788 2.006962 -0.522339 0.040 -0.088 0.141
H -4.304280 2.482276 1.145223 -0.011 -0.116 -0.120
H -2.303938 1.703763 -1.003196 0.199 0.051 0.111
H -2.229946 3.033536 0.206473 0.276 -0.281 -0.202
```
Positions in Å, forces in eV/Å.

Output
Net charge: -1
Frontier orbital gap (eV): 7.359
E_HOMO (eV): -5.16
Calculated total energy (hartree): -1615.8070
LUMO energy (Eh): 0.081



No. 4
This record from OMol25 describes a molecular structure, C4H10BrF6MgO3PS4SbTe. The level of theory is wB97M-V/def2-TZVPD.

Geometry as XYZ:
```
32
Properties=species:S:1:pos:R:3:forces:R:3
Mg -1.827623 -0.195060 -0.651560 -0.468 -0.748 0.173
S -3.953114 1.444453 -1.265083 0.991 1.501 0.427
S -4.766138 0.117368 -2.476524 -1.386 -1.665 -0.225
S -5.095976 -1.508740 -1.047920 -0.741 1.078 -0.834
S -3.282024 -2.285722 -0.981846 1.301 -0.605 0.158
C -0.539986 2.486394 3.156543 -0.933 -0.018 -0.098
C 0.346661 1.315846 3.478172 0.287 -0.119 -0.383
O 0.762861 0.728682 2.228053 0.540 2.223 0.762
P 0.571635 -0.707102 1.703367 -2.408 -2.572 0.243
O -0.287994 -0.671897 0.470601 0.490 0.466 -1.050
Te -0.383989 -2.189165 3.321490 0.348 0.187 0.071
O 2.028396 -1.181380 1.402772 1.889 -0.935 -1.696
C 2.825885 -1.337694 0.146607 -1.368 1.714 0.318
C 4.046700 -0.516011 0.462760 0.437 0.057 0.438
H -0.812426 3.077100 4.028673 -0.015 -0.161 0.327
H -1.466496 2.191391 2.630922 0.427 -0.145 0.425
H -0.050015 3.158823 2.489857 0.632 0.543 -0.573
H -0.160662 0.547015 4.055836 -0.024 -0.042 0.156
H 1.274897 1.620905 3.985679 -0.302 -0.065 -0.019
H 2.285808 -0.916586 -0.746776 0.175 -0.547 0.999
H 3.063572 -2.382600 -0.024549 -0.262 -0.146 0.230
H 3.769931 0.498880 0.772150 -0.045 -0.186 -0.328
H 4.781635 -0.478784 -0.336964 -0.022 -0.003 -0.253
H 4.519895 -0.967573 1.333371 0.192 -0.014 0.071
F -1.160844 -0.027806 -2.509488 0.544 0.225 0.702
Sb -0.580882 -0.390365 -4.342452 -2.174 -0.549 1.963
F -2.541764 -0.526661 -4.491857 2.164 -0.275 -0.933
F -0.827226 1.499791 -4.516720 0.439 -0.707 -0.635
F -0.075926 -0.835814 -6.116863 -0.278 0.251 0.434
F 1.205645 -0.063022 -3.777186 -0.290 -0.102 -0.417
F -0.415157 -2.204419 -3.651719 -0.006 1.251 -1.101
Br -3.255278 0.699756 1.270654 -0.134 0.107 0.648
```
Positions in Å, forces in eV/Å.

Output
Net charge: -2
Spin multiplicity: 2
Frontier orbital gap (alpha / beta) (eV): 5.758 / 5.193
E_HOMO (alpha / beta) (eV): -1.45 / -1.40
Calculated total energy (hartree): -6200.2653
LUMO energy (alpha / beta) (Eh): 0.158 / 0.139



No. 5
This record from OMol25 describes a molecular structure, C4H10BrN. The level of theory is wB97M-V/def2-TZVPD.

Geometry as XYZ:
```
16
Properties=species:S:1:pos:R:3:forces:R:3
C -0.455531 -2.531607 -0.199687 -1.825 0.700 1.690
C 0.775189 2.278452 -0.456576 1.832 -0.869 2.396
C 0.304112 -1.264130 0.223483 -3.236 2.050 0.108
C -0.053302 1.400267 0.479046 0.389 0.641 0.236
N -0.558135 0.298715 -0.314002 1.693 -3.790 0.290
Br -2.346676 -0.054709 -0.062351 -1.025 0.554 0.320
H -0.109844 -2.874779 -1.151503 0.432 -0.651 -0.296
H -0.512310 -3.327465 0.650165 0.455 1.318 -1.711
H -1.553912 -2.231577 -0.381504 1.638 -0.637 0.399
H 0.442484 2.935265 -1.179016 -2.000 1.437 -1.061
H 1.418044 2.830501 0.243653 0.241 0.177 -0.547
H 1.373337 1.625989 -1.049839 0.950 -0.706 -0.174
H 0.289574 -1.037153 1.309913 0.442 -0.447 -0.785
H 1.198780 -1.125375 -0.315649 1.190 0.239 -0.094
H 0.686579 1.107917 1.324266 -1.470 0.122 -1.086
H -0.898393 1.969688 0.879599 0.292 -0.140 0.317
```
Positions in Å, forces in eV/Å.

Output
Net charge: 0
Frontier orbital gap (eV): 9.414
E_HOMO (eV): -8.55
Calculated total energy (hartree): -2787.0579
LUMO energy (Eh): 0.032



No. 6
This record from OMol25 describes 2 unconnected molecules or ions with the total composition C4H10BrN2. The level of theory is wB97M-V/def2-TZVPD.

Geometry as XYZ:
```
17
Properties=species:S:1:pos:R:3:forces:R:3
C -0.274725 0.904551 -0.177053 2.790 0.787 0.997
C -1.141317 -1.241043 -0.799437 -0.723 0.429 -0.655
C 0.918592 -0.892029 0.596320 1.146 -0.614 1.130
C 1.361453 2.436351 1.209112 -1.823 -1.143 1.167
N -0.137011 -0.377756 -0.209432 -0.767 1.491 0.144
N -1.071852 1.748671 -0.716321 -0.926 -2.275 0.149
Br 0.729209 3.979527 0.513498 0.142 1.224 -0.549
H -1.899566 -0.514816 -1.245228 0.921 -1.650 -0.023
H -0.586645 -1.894085 -1.512440 -1.023 0.388 0.244
H -1.673621 -1.822330 -0.024837 0.416 0.135 -0.345
H 1.528113 -1.637603 0.035742 -0.681 0.223 0.594
H 1.572997 -0.015446 0.801635 -0.398 -1.024 0.162
H 0.428810 -1.266915 1.532630 1.042 -0.112 -0.656
H 0.848221 2.267054 2.179896 0.436 -0.404 -0.885
H 2.429983 2.260231 1.234327 -0.042 -0.263 -0.722
H -0.731922 2.656475 -0.780625 0.127 2.310 -0.200
H -1.944718 1.432231 -1.083919 -0.637 0.499 -0.551
```
Positions in Å, forces in eV/Å.

Output
Net charge: +1
Frontier orbital gap (alpha / beta) (eV): 7.922 / 8.933
E_HOMO (alpha / beta) (eV): -13.30 / -13.96
Calculated total energy (hartree): -2841.5472
LUMO energy (alpha / beta) (Eh): -0.198 / -0.185



No. 7
This record from OMol25 describes 2 unconnected molecules or ions with the total composition C4H10Cl2O. The level of theory is wB97M-V/def2-TZVPD.

Geometry as XYZ:
```
17
Properties=species:S:1:pos:R:3:forces:R:3
C 0.000000 0.000000 0.000000 -2.205 1.084 -1.673
C -0.825430 0.103690 -1.274709 0.359 0.094 -0.927
C -2.257659 -0.523440 -1.307529 1.914 -0.667 0.021
C -2.983819 -0.118750 -2.604049 -0.439 1.642 2.149
Cl -4.531158 -0.923160 -2.707249 -0.749 -0.403 0.005
Cl -2.092979 -0.339370 -4.060799 0.755 -0.311 -0.815
H 0.913810 0.616910 -0.031400 -0.650 -0.278 -0.254
H 0.289410 -1.048370 0.183730 -1.013 -0.166 -1.958
H -0.627950 0.343850 0.839080 0.401 -0.058 -0.140
H -0.172450 -0.361540 -2.038009 -0.682 0.368 -0.099
H -0.918090 1.178910 -1.521210 0.073 -0.403 -0.025
H -2.145479 -1.624740 -1.310700 -0.185 0.397 0.104
H -2.746149 -0.237630 -0.356140 -0.403 0.002 -0.857
H -3.200539 0.965070 -2.513209 0.062 -0.607 -0.286
O 1.269160 -0.539710 1.887669 1.848 -0.957 1.264
H 0.650490 -0.680740 1.135600 1.746 -0.184 3.000
H 2.107409 -0.969460 1.603229 -0.834 0.445 0.491
```
Positions in Å, forces in eV/Å.

Output
Net charge: 0
SMILES: CCCC(Cl)Cl.O
Frontier orbital gap (eV): 11.348
E_HOMO (eV): -10.70
Calculated total energy (hartree): -1153.9651
LUMO energy (Eh): 0.024



No. 8
This record from OMol25 describes a molecular structure, C4H10Cl2S2Si. The level of theory is wB97M-V/def2-TZVPD.

Geometry as XYZ:
```
19
Properties=species:S:1:pos:R:3:forces:R:3
C -0.557080 1.829445 0.960849 -1.119 -0.053 -1.749
C 1.904104 1.239935 0.598741 1.455 -2.726 -2.315
C 0.849222 -1.871980 -0.191976 -1.107 2.129 -1.579
C 0.448316 0.909954 0.329335 0.399 -1.631 1.675
Si -2.248075 -1.818291 -1.009465 1.679 3.454 -1.004
S 0.177325 -0.805589 1.127622 0.203 -0.278 -0.636
S -0.414787 -2.749830 -1.288443 0.871 0.468 0.771
Cl -2.285226 0.550452 -2.240522 0.114 -2.251 0.941
Cl -3.334290 -3.054484 -2.058360 -1.481 -0.706 -0.590
H -0.446824 1.690110 1.979128 -0.294 -0.258 2.402
H -0.279513 2.845657 0.809742 0.289 0.963 -0.446
H -1.629998 1.728728 0.629450 1.251 -0.269 0.277
H 2.252126 1.369598 1.593175 -0.330 0.748 1.017
H 2.223154 1.981962 -0.122703 0.252 0.607 0.297
H 2.554516 0.283467 0.303428 -1.315 1.872 0.305
H 1.560258 -2.602760 -0.018394 0.855 -1.920 1.636
H 1.519161 -1.256663 -0.823056 -0.947 0.308 -0.148
H 0.299636 0.705935 -0.694131 -0.315 0.125 -1.289
H -2.592026 -0.975646 0.115582 -0.462 -0.582 0.436
```
Positions in Å, forces in eV/Å.

Output
Net charge: 0
Frontier orbital gap (eV): 9.359
E_HOMO (eV): -9.23
Calculated total energy (hartree): -2164.6909
LUMO energy (Eh): 0.005



Repeat the sixth record exactly.
This record from OMol25 describes 2 unconnected molecules or ions with the total composition C4H10BrN2. The level of theory is wB97M-V/def2-TZVPD.

Geometry as XYZ:
```
17
Properties=species:S:1:pos:R:3:forces:R:3
C -0.274725 0.904551 -0.177053 2.790 0.787 0.997
C -1.141317 -1.241043 -0.799437 -0.723 0.429 -0.655
C 0.918592 -0.892029 0.596320 1.146 -0.614 1.130
C 1.361453 2.436351 1.209112 -1.823 -1.143 1.167
N -0.137011 -0.377756 -0.209432 -0.767 1.491 0.144
N -1.071852 1.748671 -0.716321 -0.926 -2.275 0.149
Br 0.729209 3.979527 0.513498 0.142 1.224 -0.549
H -1.899566 -0.514816 -1.245228 0.921 -1.650 -0.023
H -0.586645 -1.894085 -1.512440 -1.023 0.388 0.244
H -1.673621 -1.822330 -0.024837 0.416 0.135 -0.345
H 1.528113 -1.637603 0.035742 -0.681 0.223 0.594
H 1.572997 -0.015446 0.801635 -0.398 -1.024 0.162
H 0.428810 -1.266915 1.532630 1.042 -0.112 -0.656
H 0.848221 2.267054 2.179896 0.436 -0.404 -0.885
H 2.429983 2.260231 1.234327 -0.042 -0.263 -0.722
H -0.731922 2.656475 -0.780625 0.127 2.310 -0.200
H -1.944718 1.432231 -1.083919 -0.637 0.499 -0.551
```
Positions in Å, forces in eV/Å.

Output
Net charge: +1
Frontier orbital gap (alpha / beta) (eV): 7.922 / 8.933
E_HOMO (alpha / beta) (eV): -13.30 / -13.96
Calculated total energy (hartree): -2841.5472
LUMO energy (alpha / beta) (Eh): -0.198 / -0.185